Record 1
Below is a 2-piece molecular cluster, C12H25N3O2PS2 overall, with properties calculated with ωB97M-V with the def2-TZVPD basis set.

The geometry in XYZ format:
```
45
C12H25N3O2PS2 ωB97M-V with the def2-TZVPD basis set
H 0.650 4.434 -2.069
H -1.478 4.210 -0.993
H -0.916 1.498 -3.954
S -2.315 2.412 -2.288
H 4.336 -2.723 0.090
H -0.738 2.658 -0.515
C -3.108 0.758 1.365
C 0.953 -1.670 1.017
O -3.474 3.261 -2.385
C -1.192 -1.336 0.457
H 0.271 3.583 -4.511
H -3.984 0.898 2.055
H 3.859 -3.431 2.764
H -0.713 -2.624 3.809
C 4.514 -2.100 1.020
H -3.203 -2.671 2.582
H -3.083 1.458 0.489
H -4.390 -3.061 1.275
C -0.498 3.617 -3.739
C -0.451 -1.462 -0.791
H 0.810 2.694 -2.292
H 3.097 -0.537 0.292
H 5.469 -1.512 0.858
P -3.025 -1.001 0.631
H -2.175 2.547 -4.667
S -0.747 -1.351 3.259
C 0.102 3.528 -2.333
C -1.459 2.440 -3.855
H -1.045 4.558 -3.847
H -2.174 0.893 1.993
O -2.402 1.043 -1.823
C -3.868 -2.204 1.803
H 1.891 -1.280 2.685
H 3.636 -0.303 2.001
N 0.929 -1.675 -0.369
N -0.293 -1.471 1.603
N 2.126 -1.809 1.832
H -0.848 -1.377 -1.837
H 5.340 -3.991 1.873
H 5.482 -2.592 3.006
H 1.732 -1.786 -0.996
C 3.313 -1.092 1.248
H -4.673 -1.636 2.369
C 4.791 -3.070 2.248
C -1.050 3.275 -1.357
```

Results
Kohn-Sham gap in eV: 8.1
Charge: +1
HOMO energy in eV: -10.979
2S+1: 1

Atom charges from the Mulliken analysis, given in e for atoms 1 to 5: H 0.342; H 0.398; H 0.307; S 1.009; H 0.222



Record 2
Below is an isolated molecule of C12H25N3S, with properties calculated with ωB97M-V with the def2-TZVPD basis set.

The geometry in XYZ format:
```
41
C12H25N3S ωB97M-V with the def2-TZVPD basis set
H -2.403 1.835 0.854
H 3.678 1.592 -0.918
H -6.196 -0.317 0.372
H -4.463 1.330 -0.516
H 5.877 0.497 -1.009
H -0.286 2.368 0.640
S 0.481 -0.768 -0.835
H 6.094 0.989 0.689
H 4.513 -1.563 -1.440
H -4.308 0.372 -1.991
H -3.723 -1.503 1.819
H -3.616 -1.593 -0.653
H -1.692 -0.119 2.189
H 2.887 -0.551 1.124
H 5.481 -2.474 -0.266
C 0.577 0.753 -0.191
C 3.011 0.821 -0.526
H 6.861 -0.487 0.089
H -1.896 0.035 -1.549
C -2.433 0.841 -1.049
C -4.151 -0.771 -0.166
N 4.833 -0.648 0.464
C -1.867 1.014 0.363
H -2.280 1.759 -1.621
C 5.967 0.134 0.026
C 4.624 -1.809 -0.375
H -1.549 -1.082 0.714
C -3.918 0.503 -0.979
C 3.638 0.125 0.705
H -6.035 -1.261 -1.110
C -2.090 -0.260 1.182
H -4.114 0.217 1.747
H 2.815 0.078 -1.302
H -5.794 -2.032 0.458
H 1.804 2.276 0.364
C -3.577 -0.589 1.239
C -5.636 -1.117 -0.108
H 3.877 0.881 1.461
N -0.467 1.417 0.354
N 1.750 1.440 -0.201
H 3.730 -2.335 -0.046
```

Results
Kohn-Sham gap in eV: 8.6
Energy relative to the best compared isomer or geometry (same formula, charge and spin) in kcal per mole: 1.58
HOMO energy in eV: -7.951
2S+1: 1

Atom charges from the Mulliken analysis, given in e for atoms 1 to 5: H 0.282; H 0.313; H 0.349; H 0.322; H 0.340



Record 3
Below is C12H26AlBr5CaClF7GaNO9PSV as an isolated structure, with properties calculated with ωB97M-V with the def2-TZVPD basis set.

The geometry in XYZ format:
```
67
C12H26AlBr5CaClF7GaNO9PSV ωB97M-V with the def2-TZVPD basis set
O 1.791 -1.090 2.827
C 1.069 -0.867 -0.181
N -3.267 1.192 -0.649
H -4.461 0.599 -2.479
C 6.908 -0.792 2.176
H 0.582 1.375 -2.134
F -5.146 -3.564 -1.433
Ga 0.800 1.193 -0.544
F -6.951 -3.121 -1.148
H 0.209 -1.006 -2.288
F -0.961 1.486 2.932
C 2.628 2.065 0.038
H 2.954 -2.737 3.235
H 7.563 -1.286 1.453
H -2.789 1.582 -2.750
F -7.455 -3.310 -3.242
C -3.755 1.457 -2.075
V -2.561 -4.242 0.138
H 1.202 -3.036 3.094
H 7.428 0.071 2.602
O -0.170 4.346 3.109
H 3.003 1.999 1.166
C 6.426 -1.776 3.217
H -1.073 1.054 1.398
H -3.557 -1.001 -0.956
O -2.250 5.557 3.132
H -1.751 -0.379 -1.009
C -2.167 2.184 -0.293
Br 5.422 -0.097 1.121
F -5.598 -3.313 -3.535
O -1.914 3.713 4.642
O -0.712 5.773 4.971
H 4.578 2.808 -1.053
O -1.644 -2.848 -0.412
C 1.961 -2.343 3.464
H 5.687 -2.485 2.835
Br -1.361 3.378 -3.890
Br -2.471 2.079 -6.622
H -0.491 2.840 1.153
H 0.223 -1.243 0.535
F -7.383 -5.068 -1.984
H 1.846 -2.222 4.544
Al 6.439 2.105 -1.053
C -0.814 1.851 0.574
O 2.403 -1.313 -2.273
H 2.205 -0.783 -3.106
H 2.140 -1.064 0.302
H 0.887 -2.741 -1.633
C 1.056 -1.581 -1.675
H 7.268 -2.329 3.643
Br 5.607 -0.858 4.730
Ca 6.239 1.826 4.293
Cl -4.661 -2.849 1.729
H 2.477 -0.497 3.175
F -5.637 -5.287 -2.648
S -1.261 4.847 3.963
H -2.618 -0.422 0.678
H 2.805 3.114 -1.995
H -0.651 3.746 -6.254
Br 0.605 1.646 -5.765
O -3.479 -5.636 0.687
C -2.784 -0.231 -0.471
H -4.360 2.458 -2.183
P -6.361 -3.944 -2.332
C 3.410 2.714 -1.067
C -0.930 2.838 -5.709
O -2.374 3.461 -0.715
```

Results
Kohn-Sham gap in eV: 1.8
HOMO energy in eV: -7.328
2S+1: 1

Atom charges from the Mulliken analysis, given in e for atoms 1 to 5: O -0.246; C 0.052; N 0.217; H 0.300; C -0.748



Record 4
Below is C12H26AlClINP2 as an isolated structure, with properties calculated with ωB97M-V with the def2-TZVPD basis set.

The geometry in XYZ format:
```
44
C12H26AlClINP2 ωB97M-V with the def2-TZVPD basis set
H 1.400 -1.001 -4.832
H -0.236 2.064 -2.788
C 0.673 3.682 2.797
C -1.333 -0.575 -3.943
H -1.028 -0.501 -4.998
C 1.419 -0.927 0.029
P -0.982 -2.020 1.807
H 1.147 5.754 2.418
C 1.015 4.760 1.986
N 0.797 2.217 0.907
I -1.877 0.653 -0.160
H 1.937 -0.170 -0.581
H 1.213 -2.323 -3.623
H -3.410 -1.829 1.790
H 0.689 1.565 -4.252
H -1.730 -1.579 -3.734
H -0.514 -3.913 3.269
H 0.039 -0.565 3.455
H 2.408 -1.020 -3.343
H -2.101 0.175 -3.713
Cl -0.910 -3.374 -1.428
H -1.644 -0.075 3.095
H 1.989 -1.870 -0.069
P 0.125 -0.331 -2.871
H -2.854 -3.283 2.705
H 0.225 1.534 2.782
H 1.497 1.655 -2.650
H 0.994 -3.188 2.612
H 1.126 3.037 -0.955
H -0.036 -4.202 1.555
C 1.419 -1.253 -3.763
C 1.198 4.552 0.614
H 0.508 3.785 3.870
C -2.694 -2.662 1.810
H -2.816 -3.268 0.901
H -1.327 -1.507 4.147
C -0.980 -0.934 3.272
C 1.048 3.248 0.112
Al -0.404 -1.421 -0.651
C 0.547 2.410 2.199
C 0.561 1.412 -3.171
H 1.490 -0.602 1.073
H 1.456 5.363 -0.059
C -0.042 -3.474 2.380
```

Results
Kohn-Sham gap (spin up / spin down) in eV: 5.1 / 5.3
Charge: +2
Energy relative to the best compared isomer or geometry (same formula, charge and spin) in kcal per mole: 22.43
HOMO energy (spin up / spin down) in eV: -15.600 / -15.877
2S+1: 1

Atom charges from the Mulliken analysis, given in e for atoms 1 to 5: H 0.477; H 0.377; C -0.748; C -1.237; H 0.463